[1]
20
Properties=species:S:1:pos:R:3:forces:R:3:lowdin_charge:R:1 method="wB97M-V/def2-TZVPD" homo_energy_ev=-2.19 total_charge=-1 e_lumo_ev=3.4 total_energy_ha=-402.90884 largest_force_ha_per_bohr=0.0207
N 0.0082 1.8519 -1.0682 -0.3 0.0 0.0 0.03
C 0.3454 0.9039 -0.0042 0.4 0.0 -0.4 -0.39
C 1.4958 1.3810 0.9070 0.2 -0.1 -0.4 -0.24
O 1.0955 1.7428 2.2212 0.0 -0.3 0.3 -0.08
C 0.6814 -0.4554 -0.6156 0.6 -0.1 0.0 -0.23
C -0.5196 -1.1646 -1.1915 -0.9 -0.5 -0.4 -0.22
C -1.4841 -1.7822 -0.0941 0.1 0.2 -0.1 -0.58
O -1.9583 -2.9882 -0.4032 0.0 0.1 0.0 -0.37
H 0.7689 2.0043 -1.7198 0.1 0.0 0.2 0.06
H -0.2974 2.7374 -0.6854 0.1 0.0 -0.1 0.06
H -0.5609 0.7856 0.5804 -0.1 0.0 0.4 0.13
H 2.2802 0.6149 0.9333 -0.1 -0.1 0.2 0.10
H 1.9788 2.2563 0.4617 -0.2 0.1 0.1 0.11
H 0.8787 0.9184 2.6823 -0.1 0.3 -0.2 0.09
H 1.5111 -0.3013 -1.3355 -0.2 0.0 0.0 0.11
H 1.1231 -1.0821 0.1824 -0.2 0.1 -0.2 0.10
H -0.3120 -2.0324 -1.8307 0.5 0.1 0.3 0.09
H -1.1011 -0.5032 -1.8492 0.2 0.2 0.2 0.09
H -0.8605 -1.7519 0.8588 -0.1 0.0 0.1 0.07
H -2.2811 -0.9980 0.0739 0.0 -0.1 0.1 0.07

***

[2]
20
Properties=species:S:1:pos:R:3:forces:R:3:lowdin_charge:R:1 method="wB97M-V/def2-TZVPD" homo_energy_ev=-14.06 total_charge=+1 e_lumo_ev=-4.5 total_energy_ha=-402.67417 largest_force_ha_per_bohr=0.0642
O 0.5260 -0.3437 -2.4838 0.1 0.2 -0.4 0.05
C 0.1497 -1.3475 -1.9333 -0.3 -0.4 0.6 -0.21
C 0.2814 -1.5420 -0.4384 -0.1 -0.6 0.0 -0.14
C -0.9385 -0.9988 0.3193 0.6 1.5 0.3 -0.14
C -1.3107 0.4286 -0.1487 0.4 -0.7 -0.6 -0.10
C 0.0599 2.3565 0.1437 0.1 1.2 0.2 0.18
N -0.1217 1.2643 -0.4640 -2.1 1.1 2.3 0.08
H -0.3722 -2.1502 -2.4824 0.1 0.1 -0.2 0.14
H 0.3207 -2.6138 -0.2215 0.2 0.1 -0.1 0.13
H 1.2025 -1.0711 -0.0872 -0.1 0.0 0.0 0.11
H -1.8101 -1.6281 0.2192 -0.2 -0.2 -0.1 0.12
H -0.6881 -0.8927 1.3790 0.0 -0.5 -0.1 0.11
H -1.8362 0.3377 -1.0915 -0.4 0.3 -0.1 0.14
H -1.8939 0.9652 0.5891 -0.2 0.0 0.0 0.13
H 0.8579 3.0601 -0.0599 0.3 -0.4 -0.5 0.13
H -0.6493 2.7534 0.8669 0.0 -0.7 0.2 0.13
H 0.3998 1.0180 -1.2595 1.5 -0.9 -1.5 0.10
H 1.4254 0.0097 2.9743 0.2 0.1 -0.3 0.06
H 2.6732 0.1211 2.0890 0.1 0.0 0.1 0.05
O 1.7242 0.2735 2.0897 -0.4 0.0 0.2 -0.05

***

[3]
22
Properties=species:S:1:pos:R:3:forces:R:3:lowdin_charge:R:1 method="wB97M-V/def2-TZVPD" homo_energy_ev=-9.20 e_lumo_ev=0.3 total_energy_ha=-1033.81976 largest_force_ha_per_bohr=0.1320
C 2.8314 -0.7114 -0.8908 -2.5 -1.8 -1.4 -0.31
C 2.9846 -0.4276 0.3932 2.2 -0.7 2.7 -0.24
C -1.1266 -1.4365 -0.7296 -0.6 -0.7 1.0 -0.16
C -0.7942 0.3442 1.8080 -6.3 1.1 2.2 -0.16
C -3.0094 0.8630 -0.1988 2.3 2.4 -0.3 -0.16
N 3.2136 0.2919 -1.7342 0.0 -0.8 -1.1 -0.27
O 3.7235 0.7052 0.5528 -0.2 0.6 0.1 -0.36
O 0.0718 1.2345 -0.5495 -0.8 -0.1 2.3 -0.14
Si -1.1758 0.3046 0.0631 -0.9 -0.9 -0.6 0.40
P 3.9652 1.4135 -0.9460 0.0 0.3 1.0 0.93
H 2.2490 -1.6340 -1.1987 1.0 1.3 0.0 0.12
H 0.0250 1.1890 -1.4635 0.4 0.2 -3.0 0.01
H 2.9876 -1.0998 1.3030 -0.6 1.0 -1.3 0.14
H -1.3315 -2.3356 -0.0896 0.0 1.1 0.2 0.04
H -1.9863 -1.4821 -1.4060 0.5 0.0 -0.6 0.02
H -0.1749 -1.7343 -1.1572 0.0 0.4 -0.7 0.00
H -0.8676 1.3518 2.1882 0.0 1.0 -0.4 0.04
H -1.5758 -0.0814 2.5788 1.3 0.0 -1.8 0.10
H 0.0942 0.1066 2.1170 5.2 -2.0 1.4 -0.05
H -3.5918 0.4523 0.5610 -1.2 -1.5 0.9 0.00
H -3.1842 1.9444 0.0144 0.6 -0.4 -0.2 0.04
H -3.3278 0.7414 -1.2155 -0.5 -0.6 -0.4 0.01

***

[4]
21
Properties=species:S:1:pos:R:3:forces:R:3:lowdin_charge:R:1 method="wB97M-V/def2-TZVPD" homo_energy_ev=-12.73 total_charge=+1 e_lumo_ev=-3.9 total_energy_ha=-800.76756 largest_force_ha_per_bohr=0.0813
C -0.1124 -0.7568 -0.3478 1.8 -1.4 -1.6 -0.22
C 2.2977 -0.5184 0.0053 -2.3 0.6 1.8 -0.36
C -1.4797 0.3260 1.3639 -3.5 1.3 -1.4 -0.10
C -1.7422 0.8094 -1.1600 -1.4 1.3 2.2 -0.03
C -0.7503 0.4380 0.0757 -0.1 3.0 -0.7 -0.78
N -0.3749 -1.9765 0.0574 0.6 2.3 -3.4 0.23
O 3.0891 -0.1801 0.9812 0.8 0.3 2.0 0.06
O 2.8755 -0.6194 -1.1261 2.9 -0.9 0.0 0.10
S 0.6282 1.7407 0.2015 -0.4 0.7 -0.7 0.83
H 0.4229 -0.7265 -1.2909 -0.6 0.1 -0.2 0.12
H -1.9285 1.3689 1.5079 0.2 -1.6 0.1 0.12
H -0.9838 0.0962 2.2782 0.7 -0.6 0.4 0.08
H -2.3186 -0.3933 1.0252 0.9 0.9 1.6 0.13
H -2.7986 0.4024 -1.1489 1.5 -0.3 0.4 0.12
H -1.9481 1.8997 -1.1638 0.4 -0.5 0.3 0.09
H -1.2864 0.6212 -2.0729 0.9 -0.6 -1.7 0.05
H -0.5169 -2.1294 0.9797 -0.9 -1.3 3.3 0.10
H 0.0839 -2.5601 -0.5929 0.2 -2.0 0.3 0.14
H 2.7260 -0.0031 1.9322 0.3 -0.7 -2.9 0.19
H 3.8948 -0.7174 -0.9928 -1.7 0.6 -0.5 0.19
H 0.2221 2.8784 -0.5121 -0.3 -1.4 0.6 -0.07

***

[5]
22
Properties=species:S:1:pos:R:3:forces:R:3:lowdin_charge:R:1 method="wB97M-V/def2-TZVPD" homo_energy_ev=-12.93 total_charge=+1 e_lumo_ev=-4.0 total_energy_ha=-1198.92741 largest_force_ha_per_bohr=0.0686
C 0.3820 0.5329 -0.2345 1.1 -0.5 2.8 -0.46
C 2.1318 1.7537 1.1696 1.2 -0.1 -2.8 -0.03
C 1.4895 1.6091 -0.3119 0.9 -3.3 1.0 -0.07
C -2.6570 1.2249 0.9661 -1.0 -1.3 2.0 -0.45
C 0.2554 -1.8166 -0.0507 -1.0 2.2 1.3 -0.44
N -3.1597 -0.2161 0.7575 1.7 -0.6 0.8 0.02
O -0.5636 0.5178 0.5455 0.4 1.0 -0.7 -0.06
O 0.7693 -0.6406 -0.6822 0.9 -1.0 -1.7 -0.04
S -2.8443 2.1715 -0.3566 0.2 1.3 0.0 0.86
S -1.4017 -2.3386 -0.6185 0.3 0.3 -0.9 0.82
H 2.9359 2.5370 1.0655 -0.9 -0.8 0.3 0.10
H 1.3690 2.0752 1.8301 -0.6 0.2 0.8 0.06
H 2.5969 0.8011 1.4493 -0.2 0.3 0.2 0.08
H 0.9918 2.4743 -0.4632 -1.2 3.1 -1.0 0.06
H 2.2314 1.3275 -1.1115 -0.8 0.5 0.9 0.14
H 0.2254 -1.5214 1.0532 -0.1 -1.2 -1.3 0.14
H 0.9091 -2.5730 -0.3442 1.2 -1.1 0.0 0.07
H -2.3690 -0.6146 0.2055 -0.2 -0.1 -1.0 -0.02
H -3.0185 -0.9345 1.5326 -0.7 2.0 -0.1 0.18
H -4.0408 -0.4340 0.3156 -0.4 0.2 -0.5 0.14
H -2.2021 3.2028 0.3391 -0.7 -0.6 -0.9 -0.03
H -1.2125 -1.9549 -1.9327 -0.1 -0.4 0.9 -0.05

***

[6]
21
Properties=species:S:1:pos:R:3:forces:R:3:lowdin_charge:R:1 method="wB97M-V/def2-TZVPD" homo_energy_ev=-15.07 total_charge=+1 e_lumo_ev=-2.7 total_energy_ha=-477.93326 largest_force_ha_per_bohr=0.0883
O -1.3850 -1.1965 -0.7547 -0.9 0.6 1.5 0.06
C -2.1254 -0.4558 -0.0659 1.7 0.0 -2.2 -0.48
O -3.2931 -0.8328 0.2662 -1.6 0.5 1.4 0.23
C -1.8015 0.9653 0.2858 3.8 -1.6 1.1 -0.04
C -0.6001 1.4392 -0.5642 -0.3 -1.2 -0.5 -0.14
C 0.7521 0.9885 0.0480 -1.4 0.0 -1.6 -0.11
N 1.0206 -0.4353 -0.3971 -0.4 0.2 -0.8 0.04
C 2.0908 -1.1114 0.4751 -4.5 0.9 0.2 -0.25
O 3.2248 -0.5362 0.0901 3.7 -1.9 0.1 0.03
H -3.3298 -1.7788 0.2468 -0.4 -1.3 -0.4 0.15
H -1.3257 0.9271 1.3178 -1.3 0.0 -0.6 0.16
H -2.6591 1.5341 0.3163 -1.8 1.4 -0.1 0.11
H -0.7576 0.9570 -1.5462 0.4 0.7 0.1 0.13
H -0.5493 2.4950 -0.6594 -0.3 0.9 -0.2 0.11
H 1.5162 1.7034 -0.2548 0.3 -0.5 0.3 0.14
H 0.5270 0.9871 1.0985 0.9 -0.1 0.6 0.11
H 1.2152 -0.4787 -1.4437 0.3 0.2 1.7 0.21
H 0.0159 -0.8835 -0.4035 1.0 0.0 0.1 0.09
H 1.6380 -0.8708 1.4623 1.1 0.3 0.0 0.14
H 1.8800 -2.1597 0.4143 0.9 -0.9 -0.7 0.14
H 3.9459 -1.2571 0.0680 -1.3 1.9 0.0 0.18

***

[7]
22
Properties=species:S:1:pos:R:3:forces:R:3:lowdin_charge:R:1 method="wB97M-V/def2-TZVPD" homo_energy_ev=-8.76 e_lumo_ev=0.7 total_energy_ha=-819.49938 largest_force_ha_per_bohr=0.0785
C -0.9145 -0.2670 0.7354 0.0 0.0 -3.9 -0.29
C -0.4675 0.3546 2.9535 -3.2 2.4 -0.3 -0.15
C 1.2277 -2.1269 -1.2195 0.8 -1.7 -2.1 -0.11
C 0.5008 2.2452 -1.9218 1.0 1.0 -0.4 -0.11
C -0.0328 -0.5840 1.8846 1.3 -1.3 -0.7 -0.27
N -2.1138 0.0755 0.7863 0.0 -0.8 -0.2 0.10
O -1.5562 0.2292 -2.2886 0.2 0.4 0.5 -0.28
O 0.1971 -1.5031 -2.0023 0.8 -0.8 0.1 -0.25
O 0.9122 0.8801 -1.7328 -1.4 -0.9 -0.6 -0.26
P -0.3279 -0.0986 -1.5438 -1.5 -1.0 2.4 0.55
H 0.2856 0.4671 3.6176 2.8 0.9 2.0 0.02
H -1.2928 0.1307 3.6448 -0.2 -0.7 -0.8 0.08
H -0.8277 1.3927 2.4913 1.2 -2.1 1.0 0.13
H 2.0660 -2.4900 -1.9366 -1.2 1.1 1.3 0.12
H 0.8446 -3.0503 -0.7830 -0.2 0.2 0.1 0.08
H 1.5615 -1.4713 -0.4562 0.7 0.5 0.6 0.04
H 1.5090 2.5744 -1.8453 0.4 1.9 -0.1 0.08
H -0.0882 2.5998 -1.0923 -0.2 0.1 0.4 0.08
H 0.0296 2.6156 -2.8748 0.4 -1.3 0.7 0.11
H -0.0616 -1.7398 2.1316 0.0 2.3 -0.4 0.16
H 1.0470 -0.3079 1.6213 -1.4 -0.6 0.2 0.12
H -2.4981 0.0739 -0.1696 -0.1 0.6 0.3 0.04

***

[8]
21
Properties=species:S:1:pos:R:3:forces:R:3:lowdin_charge:R:1 method="wB97M-V/def2-TZVPD" homo_energy_ev=-13.11 total_charge=+1 e_lumo_ev=-3.4 total_energy_ha=-1123.76834 largest_force_ha_per_bohr=0.0957
C -1.6103 -1.3079 0.8824 -0.2 1.7 -0.5 -0.09
C -2.1606 -0.0012 1.6608 -0.9 -1.4 0.2 -0.32
C -0.4024 0.4387 -0.2496 -1.0 0.1 -0.4 -0.58
C 0.2563 -1.7956 -0.7671 1.2 -2.3 -2.9 -0.07
C 0.6707 2.1950 -1.3261 -1.3 4.7 0.5 -0.12
N -0.5953 -0.8652 -0.1692 -1.4 1.6 2.8 -0.11
O 0.4350 0.8820 -1.1404 -0.6 -3.6 0.2 -0.16
S -1.4564 1.4957 0.7138 -0.1 -1.8 0.3 1.06
S 2.8156 0.1658 0.1204 -0.8 -2.6 4.0 0.66
H -1.0663 -2.0181 1.4994 -0.4 0.0 0.3 0.13
H -2.5082 -1.7478 0.4053 0.9 -0.1 0.0 0.13
H -3.3494 -0.1285 1.7613 2.7 1.0 -0.8 0.14
H -1.8346 0.0281 2.7280 0.2 0.2 -1.0 0.08
H 0.7766 -1.3116 -1.6041 -0.5 -0.3 0.0 0.10
H 1.0874 -2.2985 -0.2744 -0.2 0.7 1.4 0.09
H -0.3044 -2.6743 -1.1404 -0.1 0.7 -0.1 0.12
H -0.1140 2.6509 -1.9566 0.4 -0.5 -0.3 0.12
H 1.6506 2.4860 -1.7375 -0.3 -0.8 0.4 0.12
H 0.4367 2.6950 -0.3624 1.0 0.2 -0.4 0.07
H 3.6418 0.9337 -0.3516 2.7 2.7 -2.0 -0.28
H 3.6310 0.1779 1.3079 -1.3 -0.3 -1.5 -0.09

***

[9]
19
Properties=species:S:1:pos:R:3:forces:R:3:lowdin_charge:R:1 method="wB97M-V/def2-TZVPD" homo_energy_ev=-8.06 e_lumo_ev=0.5 total_energy_ha=-593.66221 largest_force_ha_per_bohr=0.0783
C -1.8869 -1.0868 -0.4277 0.2 -1.5 -0.3 -0.09
C 0.0660 1.5952 -0.4575 -2.5 0.0 -1.8 -0.13
C -0.1325 0.2886 1.6419 0.2 1.7 1.5 -0.08
C -0.3997 -0.7668 -0.6850 1.6 -1.2 1.5 -0.29
C 0.1350 0.3161 0.2317 2.7 0.1 -3.0 -0.49
N 2.2396 0.5059 -0.0841 -2.7 0.7 1.1 -0.39
P 2.8054 -0.9089 -0.1175 1.5 -1.6 -0.2 0.63
H -2.3279 -0.3018 0.2532 0.0 -1.2 -0.9 0.08
H -2.0081 -2.2049 -0.0469 0.0 2.6 -0.5 0.12
H -2.2829 -1.0628 -1.4641 -0.7 0.1 1.0 0.07
H -1.0274 1.5166 -0.8397 1.2 1.3 0.6 0.13
H 0.6829 1.6103 -1.3566 -0.2 -0.1 0.1 0.07
H 0.3318 2.4322 0.1449 -0.2 0.7 0.4 0.07
H -1.2348 0.3836 1.8932 1.3 0.2 -0.3 0.11
H 0.1801 -0.6576 1.9802 0.4 -1.2 1.1 0.07
H 0.5204 1.1262 2.0699 -1.3 -1.2 0.0 0.12
H 0.2538 -1.6590 -0.6035 -0.5 0.1 0.5 0.06
H -0.1556 -0.4791 -1.6829 -0.4 0.5 -0.9 0.09
H 4.2406 -0.6471 -0.4495 -0.7 -0.1 0.1 -0.16

***

[10]
19
Properties=species:S:1:pos:R:3:forces:R:3:lowdin_charge:R:1 method="wB97M-V/def2-TZVPD" homo_energy_ev=-2.36 total_charge=-1 e_lumo_ev=3.5 total_energy_ha=-650.59668 largest_force_ha_per_bohr=0.0791
C 2.8689 0.3703 0.0990 -0.8 -3.8 0.4 -0.16
C 1.7652 0.8038 -0.8556 -1.4 1.6 -1.5 -0.28
C 0.2335 0.1311 -0.7321 1.9 1.4 -0.1 -0.19
N -0.6482 0.7015 0.3574 0.8 -0.6 -1.2 -0.11
C -1.3948 -0.3051 1.1293 -2.9 0.7 -1.8 -0.29
C -2.8162 -0.7770 0.3814 -0.2 -1.0 3.9 -0.73
S -3.0298 -2.6006 -0.0880 0.4 1.5 0.4 -0.06
H 2.3243 -0.5274 0.6511 1.5 1.8 -0.1 0.10
H 3.5680 -0.1983 -0.5530 0.1 0.4 0.7 0.05
H 3.4804 1.0122 0.7614 -1.0 0.0 -0.3 0.06
H 1.7063 1.9441 -0.8681 -0.2 -1.4 -0.2 0.09
H 2.1136 0.4547 -1.8898 -0.7 0.8 1.1 0.09
H -0.1494 0.2227 -1.7922 0.0 -0.1 1.3 0.10
H 0.5345 -0.9204 -0.5741 -0.9 0.2 0.2 0.09
H -1.3809 1.3075 -0.0316 0.8 -0.2 -0.2 0.09
H -1.7224 0.1992 2.0592 0.6 -0.7 -0.1 0.08
H -0.8216 -1.1869 1.1874 0.7 -1.0 0.8 0.04
H -3.6378 -0.4718 1.2060 1.4 -0.7 -1.8 0.05
H -2.9935 -0.1597 -0.4475 -0.1 1.0 -1.3 -0.03

***

[11]
19
Properties=species:S:1:pos:R:3:forces:R:3:lowdin_charge:R:1 method="wB97M-V/def2-TZVPD" homo_energy_ev=-2.12 total_charge=-1 e_lumo_ev=3.4 total_energy_ha=-650.65536 largest_force_ha_per_bohr=0.0107
C 1.4895 0.1551 -1.0443 -0.3 -0.2 -0.3 -0.12
N 0.5292 -0.6496 -0.3234 0.0 -0.1 0.1 -0.28
C 1.0768 -1.9469 0.0125 0.0 0.1 -0.4 -0.13
C 0.0481 0.0442 0.8728 -0.2 0.1 -0.5 -0.25
C -0.8648 1.2341 0.5765 0.3 0.1 0.2 -0.32
C -2.1511 0.8624 -0.1612 -0.2 0.5 0.2 -0.80
S -3.5697 1.9675 0.1763 0.1 0.1 0.1 0.02
H 2.3204 0.4822 -0.4009 0.1 0.1 0.0 0.08
H 0.9945 1.0136 -1.4957 0.1 0.2 0.2 0.08
H 1.8881 -0.4218 -1.8792 0.1 -0.1 0.0 0.07
H 0.2941 -2.5861 0.4123 -0.1 -0.1 0.1 0.08
H 1.4720 -2.4285 -0.8892 0.0 0.1 0.1 0.07
H 1.8891 -1.8924 0.7493 0.2 0.0 0.2 0.07
H -0.5250 -0.6809 1.4542 0.0 0.0 0.1 0.11
H 0.9159 0.3799 1.4654 0.1 -0.1 0.2 0.11
H -1.1078 1.6996 1.5343 -0.2 -0.1 0.1 0.07
H -0.3050 2.0154 0.0460 -0.1 -0.1 -0.1 0.09
H -1.9725 0.9063 -1.2336 0.1 -0.4 -0.1 0.02
H -2.4219 -0.1541 0.1277 0.0 -0.2 -0.2 0.03

***

[12]
19
Properties=species:S:1:pos:R:3:forces:R:3:lowdin_charge:R:1 method="wB97M-V/def2-TZVPD" homo_energy_ev="-9.25 / -8.95" e_lumo_ev="1.1 / -1.9" total_energy_ha=-650.57642 multiplicity=2 s2=0.753 largest_force_ha_per_bohr=0.0375
C -0.3740 -0.9053 0.7008 -0.2 1.2 -0.5 -0.24
N 0.0259 -0.4378 -0.6476 1.0 -0.9 -0.6 -0.08
C 1.5035 -0.3333 -0.7292 -1.2 1.3 0.7 -0.35
C 2.0119 0.6289 -1.8016 0.6 -0.3 0.2 -0.61
S 3.8149 0.7629 -1.6019 -0.4 0.0 -0.5 0.62
C -1.0157 0.3227 1.4033 0.1 -1.8 0.3 -0.25
C -2.4684 0.4418 0.9674 0.3 0.1 -0.6 -0.12
H 0.4746 -1.2611 1.2885 0.2 0.0 -0.1 0.10
H -1.0660 -1.7390 0.6213 -0.3 0.0 0.0 0.11
H -0.1982 -1.1313 -1.3500 -0.5 -0.1 0.0 0.10
H 1.9635 -1.3190 -0.6626 0.4 0.1 -0.3 0.11
H 1.7504 0.2588 0.1432 0.4 -0.5 0.7 0.09
H 1.6690 0.4891 -2.8252 0.2 -0.3 -0.1 0.06
H 1.6961 1.6362 -1.5254 -0.3 0.1 0.0 0.07
H -0.3995 1.1719 1.1194 -0.1 0.2 0.3 0.10
H -0.9143 0.0714 2.4651 -0.2 0.7 0.1 0.10
H -2.4670 0.5282 -0.1245 -0.1 0.1 0.1 0.07
H -2.9980 -0.4823 1.1889 -0.2 0.0 0.2 0.07
H -3.0086 1.2971 1.3700 0.1 0.0 0.1 0.07

***

Computed energy relative to the best compared isomer or geometry (same formula, charge and spin), in the same sequence as the records: 316.7 125.1 96.2 369.3 216.0 80.4 195.4 179.2 353.1 207.8 53.7 37.9 kJ/mol.